--- i ---
Entry from the Open Molecules 2025 dataset: a 2-piece molecular cluster, C7H11N3O2 overall (ωB97M-V/def2-TZVPD).

The geometry in XYZ format:
```
23
Properties=species:S:1:pos:R:3:mulliken_charge:R:1
C -0.155 -1.215 1.149 -0.093
C -2.218 -1.347 -0.205 -0.890
C -2.750 -0.050 -0.670 -0.240
C -3.174 1.003 -1.062 0.145
C 2.530 0.568 -0.566 0.042
C 0.397 1.603 -0.001 -0.110
C 1.029 1.172 1.252 -0.533
H -0.867 -1.250 1.997 0.429
H -0.223 -1.211 -0.868 0.211
H -2.669 -1.598 0.777 0.351
H -2.529 -2.148 -0.916 0.315
H -3.553 1.979 -1.421 0.365
H 1.598 -1.410 -0.749 0.362
H 3.062 1.519 -0.500 0.380
H 0.805 2.496 -0.495 0.280
H -0.654 1.399 -0.185 -0.161
H 1.868 1.765 1.633 0.275
H 0.450 0.684 2.019 0.152
N -0.781 -1.361 -0.052 0.064
N 3.112 -0.382 -1.190 -0.415
N 1.259 0.433 0.010 -0.074
O 1.051 -1.091 1.292 -0.473
O 2.413 -1.558 -1.250 -0.383
```

Output
**LUMO level**: 0.689 eV
**Frontier orbital gap**: 9.3 eV
**HOMO level**: -8.62 eV
**SMILES**: O/N=C\N1CC1.C#CCNC=O

=====

--- ii ---
Entry from the Open Molecules 2025 dataset: a 2-piece molecular cluster, C7H11N3O2 overall (ωB97M-V/def2-TZVPD).

The geometry in XYZ format:
```
23
Properties=species:S:1:pos:R:3:mulliken_charge:R:1
C -0.001 2.156 1.664 0.347
C -0.638 1.547 2.839 -0.259
C -1.432 1.076 3.628 -0.062
C -1.110 -1.962 -0.201 -0.728
C 0.599 -1.335 -1.757 0.905
C 1.070 -0.596 -2.756 -0.958
C 1.296 -2.634 -1.474 -0.135
H -0.014 1.216 -1.169 0.202
H -0.790 2.686 -1.335 0.217
H -1.589 1.423 0.580 0.257
H 1.377 3.162 0.904 0.281
H -2.285 0.645 4.103 0.388
H -0.364 -2.386 0.488 0.371
H -1.881 -1.426 0.394 0.190
H -1.624 -2.753 -0.798 0.282
H 1.944 -0.940 -3.320 0.256
H 0.517 0.266 -3.135 0.344
H 2.393 -2.470 -1.612 0.294
N -0.185 2.139 -0.748 -0.695
N -0.758 1.996 0.518 -0.043
N 1.098 2.811 1.821 -0.696
O -0.486 -0.974 -1.020 -0.305
O 0.802 -3.720 -1.218 -0.455
```

Output
**LUMO level**: 0.012 eV
**Frontier orbital gap**: 9.2 eV
**HOMO level**: -9.15 eV
**SMILES**: [H]/N=C(/C#C)NN.C=C(C=O)OC

=====

Energies, relative to the best one, in hartree: i 0.0782; ii 0.0000.

=====

--- i ---
Entry from the Open Molecules 2025 dataset: an isolated molecule of H5NO2Si (ωB97M-V/def2-TZVPD).

The geometry in XYZ format:
```
9
Properties=species:S:1:pos:R:3:mulliken_charge:R:1
N 0.889 -1.024 0.205 -0.440
O 0.722 1.901 -0.247 -0.705
O -1.519 -0.101 -0.772 -0.458
Si -0.316 0.089 0.339 0.606
H 0.769 -2.093 0.474 0.274
H 1.762 -0.675 0.522 0.241
H 0.079 2.358 -0.799 0.260
H -1.280 -0.869 -1.237 0.312
H -1.106 0.414 1.516 -0.091
```

Output
**LUMO level**: 0.426 eV
**Frontier orbital gap**: 10.3 eV
**HOMO level**: -9.91 eV
**SMILES**: N[SiH](O)O

=====

--- ii ---
Entry from the Open Molecules 2025 dataset: H5NO2Si as an isolated structure (ωB97M-V/def2-TZVPD).

The geometry in XYZ format:
```
9
Properties=species:S:1:pos:R:3:mulliken_charge:R:1
N -0.849 -1.098 -1.270 -0.505
O -2.017 -0.571 1.082 -0.479
O -1.426 1.642 -0.493 -0.602
Si -1.380 0.143 -0.226 0.703
H -1.048 -2.049 -1.042 0.281
H 0.131 -1.163 -1.459 0.258
H -2.354 -0.148 1.830 0.341
H 1.855 1.710 0.352 -0.003
H 2.123 1.112 0.766 0.006
```

Output
**LUMO level**: 0.106 eV
**Frontier orbital gap**: 10.6 eV
**HOMO level**: -10.48 eV

=====

Energies, relative to the best one, in hartree: i 0.0083; ii 0.0000.

=====

--- i ---
Entry from the Open Molecules 2025 dataset: C15H20IOYb as an isolated structure (ωB97M-V/def2-TZVPD).

The geometry in XYZ format:
```
38
Properties=species:S:1:pos:R:3:mulliken_spin:R:1
Yb 0.546 -1.397 0.198 1.009
C -0.101 -3.235 2.014 0.012
C 1.132 -2.689 2.476 -0.008
C 0.915 -1.322 2.821 -0.003
H 2.074 -3.231 2.564 -0.015
C -0.459 -1.019 2.567 -0.019
C -1.085 -2.207 2.080 -0.004
H -2.143 -2.323 1.838 -0.007
H -0.272 -4.270 1.716 0.004
H 1.650 -0.653 3.269 0.019
H -0.958 -0.068 2.767 0.012
C 0.057 -2.741 -2.007 -0.006
C -1.149 -2.750 -1.246 -0.004
C -1.661 -1.419 -1.204 0.006
H -1.611 -3.630 -0.795 0.000
C -0.772 -0.589 -1.947 -0.020
C 0.295 -1.398 -2.439 -0.016
H 1.126 -1.063 -3.052 0.004
H 0.685 -3.600 -2.232 0.003
H -2.576 -1.089 -0.713 -0.003
H -0.929 0.467 -2.171 0.001
O 0.493 0.817 -0.068 -0.029
C -0.246 2.862 -0.375 -0.463
C 1.216 3.001 -0.104 0.402
C -1.250 2.836 0.702 0.296
C -0.682 3.207 -1.727 0.376
C 1.690 1.547 -0.350 -0.223
H 1.348 3.329 0.935 0.018
H 1.673 3.758 -0.751 -0.046
H 1.927 1.457 -1.448 0.027
H 2.557 1.189 0.275 -0.001
H -1.377 3.823 1.190 -0.175
H -0.993 2.104 1.487 0.035
H -2.237 2.573 0.279 0.046
H -0.652 4.296 -1.916 -0.265
H -1.722 2.894 -1.902 0.069
H -0.014 2.737 -2.460 0.025
I 3.502 -2.204 -0.270 -0.056
```

Output
**LUMO level (alpha / beta)**: 4.676 / 4.553 eV
**Frontier orbital gap (alpha / beta)**: 1.8 / 2.0 eV
**HOMO level (alpha / beta)**: 2.86 / 2.51 eV
**Net charge**: -2
**Spin multiplicity**: 2

=====

--- ii ---
Entry from the Open Molecules 2025 dataset: C15H20IOYb as an isolated structure (ωB97M-V/def2-TZVPD).

The geometry in XYZ format:
```
38
Properties=species:S:1:pos:R:3:mulliken_spin:R:1
Yb -0.831 -0.377 1.231 0.998
C -1.965 0.883 2.960 -0.007
C -0.799 0.369 3.556 0.004
C 0.312 0.956 2.926 0.006
H -0.763 -0.385 4.319 0.000
C -0.164 1.840 1.941 -0.004
C -1.570 1.800 1.962 0.002
H -2.227 2.370 1.330 0.000
H -2.974 0.608 3.213 0.000
H 1.341 0.702 3.104 0.000
H 0.442 2.404 1.252 0.000
C -2.780 -1.606 0.469 0.001
C -3.082 -0.248 0.332 -0.002
C -2.183 0.306 -0.612 -0.003
H -3.836 0.290 0.878 0.000
C -1.374 -0.738 -1.100 0.005
C -1.719 -1.911 -0.420 -0.003
H -1.237 -2.867 -0.505 0.000
H -3.233 -2.293 1.161 0.000
H -2.141 1.334 -0.928 0.000
H -0.566 -0.621 -1.802 0.000
O 0.871 -0.357 0.539 0.006
C 2.035 0.339 -2.140 -0.001
C 2.653 -0.512 -1.088 0.001
C 2.028 1.811 -1.974 0.000
C 1.669 -0.266 -3.444 0.000
C 1.635 -1.254 -0.216 -0.001
H 3.282 0.085 -0.422 0.000
H 3.298 -1.272 -1.540 0.000
H 1.011 -1.897 -0.843 -0.001
H 2.157 -1.913 0.487 0.000
H 2.977 2.268 -2.291 0.000
H 1.886 2.087 -0.930 0.000
H 1.245 2.288 -2.566 0.000
H 2.522 -0.303 -4.138 0.000
H 0.886 0.298 -3.955 0.000
H 1.324 -1.296 -3.334 0.000
I -0.130 -2.921 2.589 -0.001
```

Output
**LUMO level (alpha / beta)**: 4.680 / 4.680 eV
**Frontier orbital gap (alpha / beta)**: 2.3 / 2.3 eV
**HOMO level (alpha / beta)**: 2.34 / 2.34 eV
**Net charge**: -2
**Spin multiplicity**: 2

=====

Energies, relative to the best one, in hartree: i 0.0111; ii 0.0000.

=====

--- i ---
Entry from the Open Molecules 2025 dataset: a 2-piece molecular cluster, HO3PS2 overall (ωB97M-V/def2-TZVPD).

The geometry in XYZ format:
```
7
Properties=species:S:1:pos:R:3:mulliken_charge:R:1
O 0.824 -1.151 -0.765 -0.370
O 0.642 1.081 -1.800 -0.462
O -0.325 0.952 0.778 -0.417
P 0.015 -0.336 1.729 0.332
S -1.582 -1.477 1.618 -0.260
S 0.163 -0.300 -1.713 0.792
H 0.263 1.231 0.153 0.384
```

Output
**LUMO level**: -2.035 eV
**Frontier orbital gap**: 7.3 eV
**HOMO level**: -9.34 eV

=====

--- ii ---
Entry from the Open Molecules 2025 dataset: HO3PS2 as an isolated structure (ωB97M-V/def2-TZVPD).

The geometry in XYZ format:
```
7
Properties=species:S:1:pos:R:3:mulliken_charge:R:1
O -0.226 -0.613 1.368 -0.414
O 0.714 -0.459 -1.103 -0.348
O -1.503 0.849 -0.312 -0.433
P -0.849 -0.683 0.010 0.487
S 1.593 0.632 1.407 0.109
S 1.989 -0.596 -0.122 0.281
H -1.719 0.870 -1.249 0.318
```

Output
**LUMO level (alpha / beta)**: -2.220 / -2.221 eV
**Frontier orbital gap (alpha / beta)**: 7.3 / 7.3 eV
**HOMO level (alpha / beta)**: -9.52 / -9.52 eV

=====

Energies, relative to the best one, in hartree: i 0.0000; ii 0.0049.